(1)
{"formula": "C5H29NO11", "method": "ωB97M-V/def2-TZVPD", "smiles": "Cc1ccc[nH]1.O.O.O.O.O.O.O.O.O.O.O", "fmax_ev_per_a": 1.87, "orbital_gap_ev": 8.56, "de_lowest_kcal_mol": 58.1, "lumo_energy_ev": 0.25, "species": ["C", "C", "C", "C", "C", "N", "H", "H", "H", "H", "H", "H", "H", "O", "H", "H", "O", "H", "H", "O", "H", "H", "O", "H", "H", "O", "H", "H", "O", "H", "H", "O", "H", "H", "O", "H", "H", "O", "H", "H", "O", "H", "H", "O", "H", "H"], "coordinates": [[0.66, -2.02, 2.85], [0.80, -1.52, 1.46], [1.79, -1.67, 0.51], [1.38, -1.01, -0.67], [0.09, -0.57, -0.46], [-0.18, -0.77, 0.87], [0.09, -2.96, 2.91], [1.66, -2.19, 3.24], [0.10, -1.42, 3.55], [2.62, -2.36, 0.52], [1.84, -0.79, -1.62], [-0.54, -0.11, -1.19], [-1.05, -0.58, 1.36], [-1.76, -2.35, -2.13], [-0.97, -2.58, -1.61], [-1.64, -1.71, -2.83], [-0.54, 0.54, -3.25], [-0.18, 1.30, -2.73], [-0.44, 0.80, -4.17], [-3.00, 0.84, -0.95], [-2.51, 0.14, -1.39], [-3.72, 1.15, -1.51], [2.99, 2.43, 0.89], [2.10, 2.49, 0.55], [3.40, 3.27, 1.11], [-3.53, -1.74, -0.02], [-4.12, -1.78, -0.79], [-2.80, -2.26, -0.38], [-0.28, 2.82, -1.68], [0.55, 3.31, -1.81], [-0.20, 2.43, -0.79], [0.18, -3.96, -1.01], [0.78, -3.38, -0.52], [0.59, -4.18, -1.85], [0.35, 2.19, 1.41], [-0.07, 1.32, 1.36], [-0.38, 2.79, 1.62], [2.05, 1.53, 3.53], [2.83, 1.25, 3.03], [1.61, 2.08, 2.86], [-2.37, 0.79, 1.59], [-3.02, 1.15, 2.20], [-2.73, 0.62, 0.69], [2.40, 2.55, -1.74], [1.90, 1.75, -1.55], [3.29, 2.37, -1.44]], "lowdin_charge": [-0.02, -0.30, -0.08, -0.10, -0.15, 0.06, 0.08, 0.08, 0.08, 0.11, 0.10, 0.06, 0.12, -0.07, 0.00, 0.03, -0.08, 0.01, 0.05, -0.04, 0.02, 0.08, -0.06, 0.00, 0.06, -0.07, 0.04, 0.01, -0.06, 0.04, 0.02, -0.04, 0.01, 0.06, -0.06, 0.03, 0.09, -0.09, 0.02, -0.02, -0.07, 0.06, 0.00, -0.07, 0.01, 0.05]}



(2)
{"formula": "CH9NO3", "method": "ωB97M-V/def2-TZVPD", "fmax_ev_per_a": 0.88, "orbital_gap_ev": 3.43, "de_lowest_kcal_mol": 180.0, "lumo_energy_ev": -5.35, "species": ["C", "N", "H", "H", "H", "H", "H", "O", "H", "H", "O", "H", "H", "O"], "coordinates": [[2.19, 1.23, 1.17], [1.38, 0.48, 0.31], [2.58, 0.68, 2.04], [1.62, 2.07, 1.56], [3.04, 1.63, 0.59], [-1.55, 0.31, -0.95], [-0.45, 0.84, -0.02], [-1.15, 1.14, -0.60], [-1.40, -1.08, -2.43], [1.82, -0.39, -0.02], [-2.18, -1.01, -1.86], [-2.34, -2.31, 0.78], [-1.94, -1.53, -0.78], [-1.62, -2.06, 0.20]], "lowdin_charge": [-0.14, 0.19, 0.12, 0.09, 0.13, -0.01, -0.05, -0.06, 0.02, 0.10, -0.18, 0.01, -0.06, -0.15]}



(3)
{"formula": "C4H10N2OS", "method": "ωB97M-V/def2-TZVPD", "smiles": "NCNC(=O)CCS", "fmax_ev_per_a": 6.12, "orbital_gap_ev": 9.67, "de_lowest_kcal_mol": 54.9, "lumo_energy_ev": 0.87, "species": ["N", "C", "N", "C", "O", "C", "C", "S", "H", "H", "H", "H", "H", "H", "H", "H", "H", "H"], "coordinates": [[-1.94, -1.04, -2.17], [-0.65, -0.82, -1.74], [-0.96, 0.21, -0.56], [-0.40, 0.21, 0.75], [-1.06, 0.52, 1.66], [1.10, -0.14, 0.65], [1.88, 0.50, 1.84], [1.75, 2.24, 1.71], [-2.74, -1.06, -1.48], [-2.22, -0.70, -3.12], [0.02, -0.25, -2.49], [-0.39, -1.87, -1.37], [-1.84, 0.64, -0.67], [1.28, -1.27, 0.87], [1.32, 0.20, -0.39], [2.96, 0.10, 1.77], [1.43, 0.18, 2.75], [0.47, 2.35, 2.00]], "lowdin_charge": [-0.07, -0.26, 0.04, -0.57, 0.09, -0.20, -0.61, 0.74, 0.11, 0.09, 0.14, 0.13, 0.08, 0.14, 0.11, 0.11, 0.06, -0.14]}



(4)
{"formula": "C4H8O2", "method": "ωB97M-V/def2-TZVPD", "smiles": "O=CCCCO", "fmax_ev_per_a": 0.87, "orbital_gap_ev": 10.70, "de_lowest_kcal_mol": 39.9, "lumo_energy_ev": 0.68, "species": ["O", "C", "C", "C", "C", "O", "H", "H", "H", "H", "H", "H", "H", "H"], "coordinates": [[-1.22, 1.07, -1.36], [-1.25, 1.05, -0.15], [-0.90, -0.21, 0.69], [0.25, -1.09, 0.12], [1.31, -0.21, -0.59], [1.46, 1.03, 0.07], [-1.59, 1.97, 0.39], [-1.86, -0.73, 0.66], [-0.70, 0.02, 1.74], [0.75, -1.63, 0.93], [-0.13, -1.84, -0.58], [2.28, -0.70, -0.53], [1.04, -0.07, -1.64], [0.56, 1.34, 0.25]], "lowdin_charge": [0.06, -0.28, -0.15, -0.16, -0.26, -0.07, 0.14, 0.12, 0.12, 0.11, 0.11, 0.12, 0.11, 0.03]}



(5)
{"formula": "C26H35N4", "method": "ωB97M-V/def2-TZVPD", "smiles": "CN1CCC[N+](C)=C1CC(c1ccc2c(c1)CCN2C)c1ccc2c(c1)CCN2C", "fmax_ev_per_a": 1.85, "orbital_gap_ev": 6.96, "de_lowest_kcal_mol": 9.2, "total_charge": 1, "lumo_energy_ev": -2.24, "species": ["C", "N", "C", "C", "C", "N", "C", "C", "C", "C", "C", "C", "C", "C", "C", "C", "C", "C", "N", "C", "C", "C", "C", "C", "C", "C", "C", "C", "N", "C", "H", "H", "H", "H", "H", "H", "H", "H", "H", "H", "H", "H", "H", "H", "H", "H", "H", "H", "H", "H", "H", "H", "H", "H", "H", "H", "H", "H", "H", "H", "H", "H", "H", "H", "H"], "coordinates": [[2.12, -1.76, 1.55], [0.85, -2.46, 1.55], [0.98, -3.90, 1.72], [-0.23, -4.53, 2.34], [-1.51, -3.97, 1.78], [-1.48, -2.51, 1.66], [-2.77, -1.88, 1.83], [-0.33, -1.83, 1.49], [-0.34, -0.29, 1.37], [-0.74, 0.33, 0.05], [-0.83, 1.88, 0.20], [0.32, 2.70, 0.28], [0.21, 4.08, 0.43], [-1.06, 4.61, 0.69], [-2.21, 3.78, 0.69], [-2.10, 2.43, 0.41], [-3.40, 4.61, 1.03], [-2.82, 6.01, 1.33], [-1.41, 5.89, 0.99], [-0.52, 7.00, 1.21], [0.11, -0.16, -1.14], [1.07, 0.64, -1.81], [2.06, 0.04, -2.60], [1.93, -1.31, -2.89], [0.79, -2.05, -2.48], [-0.12, -1.47, -1.60], [0.89, -3.43, -2.99], [2.29, -3.50, -3.64], [2.80, -2.14, -3.53], [4.14, -1.83, -3.97], [2.08, -0.90, 2.22], [2.89, -2.44, 1.93], [2.43, -1.43, 0.55], [1.20, -4.38, 0.76], [1.85, -4.07, 2.37], [-0.21, -5.60, 2.12], [-0.21, -4.39, 3.43], [-1.71, -4.44, 0.81], [-2.35, -4.22, 2.45], [-2.71, -1.06, 2.57], [-3.20, -1.48, 0.91], [-3.46, -2.64, 2.21], [-0.96, 0.13, 2.18], [0.68, 0.07, 1.58], [-1.77, -0.01, -0.14], [1.31, 2.24, 0.24], [1.07, 4.73, 0.38], [-3.00, 1.80, 0.41], [-3.94, 4.24, 1.91], [-4.11, 4.68, 0.20], [-2.92, 6.27, 2.40], [-3.29, 6.82, 0.75], [0.42, 6.84, 0.69], [-1.00, 7.92, 0.83], [-0.33, 7.15, 2.28], [1.09, 1.72, -1.70], [2.89, 0.62, -2.99], [-1.00, -2.05, -1.30], [0.79, -4.17, -2.19], [0.12, -3.64, -3.75], [2.25, -3.83, -4.69], [2.94, -4.20, -3.10], [4.41, -0.83, -3.62], [4.85, -2.57, -3.58], [4.22, -1.85, -5.07]], "lowdin_charge": [0.00, -0.06, -0.14, -0.14, -0.13, -0.07, -0.01, -0.15, -0.05, -0.22, -0.19, -0.06, 0.01, -0.19, -0.16, 0.02, -0.10, -0.13, -0.15, -0.04, -0.17, -0.03, 0.00, -0.20, -0.17, 0.00, -0.10, -0.13, -0.15, -0.04, 0.10, 0.10, 0.11, 0.14, 0.13, 0.13, 0.13, 0.14, 0.13, 0.10, 0.10, 0.10, 0.14, 0.11, 0.12, 0.11, 0.10, 0.12, 0.12, 0.12, 0.12, 0.12, 0.08, 0.09, 0.09, 0.10, 0.11, 0.13, 0.11, 0.12, 0.12, 0.12, 0.08, 0.09, 0.09]}



(6)
{"formula": "C64H68BrN9O3SiSr", "method": "ωB97M-V/def2-TZVPD", "fmax_ev_per_a": 0.48, "orbital_gap_ev": 6.16, "de_lowest_kcal_mol": 5.6, "lumo_energy_ev": 0.36, "species": ["Sr", "N", "C", "C", "C", "C", "C", "N", "H", "H", "H", "H", "H", "H", "C", "C", "C", "C", "C", "C", "Si", "C", "C", "C", "C", "C", "C", "C", "C", "C", "C", "C", "C", "H", "H", "H", "H", "H", "H", "H", "H", "H", "H", "H", "H", "H", "H", "H", "N", "C", "C", "C", "N", "C", "C", "H", "H", "H", "H", "H", "H", "C", "C", "C", "C", "C", "C", "C", "C", "N", "C", "C", "C", "C", "C", "C", "C", "C", "C", "C", "H", "H", "H", "H", "H", "H", "H", "H", "H", "H", "H", "H", "H", "H", "H", "H", "H", "H", "H", "H", "H", "H", "H", "H", "C", "C", "C", "C", "C", "N", "C", "O", "N", "C", "C", "C", "C", "N", "C", "C", "C", "H", "H", "H", "H", "H", "H", "H", "H", "H", "H", "H", "H", "H", "O", "O", "Br", "C", "C", "C", "C", "C", "N", "H", "H", "H", "H"], "coordinates": [[0.29, 0.37, -0.44], [-2.34, 0.10, 2.76], [-1.41, -0.09, 3.72], [-1.79, -0.26, 5.07], [-0.81, -0.42, 6.02], [0.53, -0.41, 5.64], [0.80, -0.25, 4.30], [-0.12, -0.10, 3.35], [-3.31, -0.08, 2.94], [-2.06, 0.09, 1.79], [-2.84, -0.25, 5.34], [-1.09, -0.55, 7.06], [1.33, -0.53, 6.35], [1.84, -0.22, 3.95], [-0.94, -5.26, 3.51], [-1.66, -5.86, 2.49], [-2.02, -5.12, 1.36], [-1.64, -3.78, 1.23], [-0.90, -3.21, 2.27], [-0.56, -3.93, 3.40], [-2.22, -2.71, -0.19], [-2.27, -3.57, -1.87], [-3.47, -4.09, -2.35], [-3.54, -4.77, -3.56], [-2.40, -4.94, -4.32], [-1.18, -4.44, -3.86], [-1.12, -3.77, -2.65], [-4.03, -2.30, 0.23], [-4.76, -1.47, -0.63], [-6.04, -1.05, -0.33], [-6.64, -1.45, 0.86], [-5.94, -2.26, 1.74], [-4.65, -2.68, 1.42], [-0.68, -5.83, 4.40], [-1.96, -6.90, 2.56], [-2.59, -5.59, 0.58], [-0.57, -2.18, 2.18], [0.00, -3.45, 4.20], [-4.39, -3.96, -1.78], [-4.49, -5.16, -3.91], [-2.44, -5.47, -5.27], [-0.28, -4.58, -4.44], [-0.17, -3.38, -2.30], [-4.30, -1.13, -1.56], [-6.58, -0.40, -1.01], [-7.64, -1.12, 1.11], [-6.39, -2.58, 2.67], [-4.12, -3.32, 2.12], [-4.03, 1.76, -5.53], [-3.07, 1.48, -4.58], [-2.39, 2.51, -3.92], [-1.43, 2.18, -2.99], [-1.09, 0.92, -2.68], [-1.74, -0.06, -3.33], [-2.72, 0.17, -4.27], [-4.45, 2.67, -5.49], [-4.67, 1.02, -5.76], [-2.63, 3.55, -4.10], [-0.92, 2.96, -2.43], [-1.46, -1.07, -3.06], [-3.20, -0.68, -4.75], [-2.94, 6.82, 0.23], [-2.80, 5.32, 0.08], [-3.86, 4.56, -0.39], [-3.72, 3.17, -0.49], [-4.85, 2.31, -0.98], [-2.53, 2.58, -0.12], [-1.39, 3.32, 0.32], [-1.59, 4.72, 0.43], [-0.26, 2.60, 0.55], [0.92, 3.18, 1.17], [1.65, 4.21, 0.27], [2.89, 4.77, 0.96], [3.88, 3.63, 1.20], [3.23, 2.58, 2.10], [2.88, 3.22, 3.45], [1.88, 4.35, 3.21], [2.50, 5.41, 2.29], [0.62, 3.78, 2.56], [1.95, 2.05, 1.43], [-3.90, 7.16, -0.16], [-2.14, 7.34, -0.31], [-2.88, 7.12, 1.27], [-4.79, 5.04, -0.67], [-5.66, 2.92, -1.39], [-5.26, 1.69, -0.18], [-4.51, 1.63, -1.77], [-2.44, 1.50, -0.19], [-0.79, 5.37, 0.77], [0.98, 5.03, -0.01], [1.92, 3.70, -0.67], [3.36, 5.52, 0.31], [4.80, 4.00, 1.68], [4.18, 3.18, 0.25], [3.92, 1.75, 2.26], [3.79, 3.60, 3.93], [2.44, 2.47, 4.12], [1.62, 4.81, 4.17], [3.39, 5.85, 2.77], [1.79, 6.22, 2.12], [-0.14, 4.56, 2.49], [0.19, 2.99, 3.18], [1.46, 1.30, 2.06], [2.29, 1.58, 0.50], [4.30, 8.57, -7.99], [3.56, 7.29, -7.71], [3.30, 6.37, -8.72], [2.63, 5.18, -8.46], [2.19, 4.90, -7.18], [1.48, 3.70, -6.93], [1.64, 2.80, -5.89], [0.85, 1.90, -5.70], [2.78, 3.00, -5.14], [3.14, 2.29, -4.00], [4.46, 2.30, -3.57], [4.80, 1.63, -2.40], [3.80, 0.98, -1.69], [2.53, 0.97, -2.10], [2.21, 1.60, -3.23], [2.42, 5.82, -6.16], [3.11, 6.99, -6.43], [4.55, 8.66, -9.05], [5.23, 8.62, -7.42], [3.70, 9.44, -7.71], [3.63, 6.58, -9.73], [2.46, 4.47, -9.26], [0.75, 3.42, -7.57], [3.45, 3.67, -5.49], [5.22, 2.83, -4.14], [5.81, 1.62, -2.04], [4.02, 0.45, -0.77], [1.17, 1.55, -3.54], [2.04, 5.63, -5.16], [3.29, 7.70, -5.62], [-1.63, -1.14, -0.16], [-0.40, -1.93, -0.49], [2.87, -2.41, -2.55], [2.81, -2.55, -0.66], [3.25, -3.73, -0.08], [3.14, -3.86, 1.29], [2.59, -2.82, 2.02], [2.19, -1.69, 1.34], [2.30, -1.54, 0.01], [3.65, -4.52, -0.70], [3.46, -4.78, 1.78], [2.44, -2.89, 3.09], [1.72, -0.87, 1.88]], "lowdin_charge": [1.43, 0.18, -0.38, -0.02, -0.08, -0.09, -0.18, 0.10, 0.10, 0.06, 0.11, 0.11, 0.10, 0.10, -0.10, -0.09, -0.09, -0.21, -0.09, -0.09, 0.48, -0.20, -0.09, -0.09, -0.10, -0.08, -0.10, -0.22, -0.10, -0.10, -0.10, -0.09, -0.09, 0.10, 0.10, 0.11, 0.07, 0.10, 0.10, 0.10, 0.10, 0.10, 0.07, 0.10, 0.10, 0.10, 0.10, 0.10, 0.12, -0.32, -0.01, -0.15, -0.03, -0.12, -0.01, 0.09, 0.09, 0.12, 0.12, 0.10, 0.11, -0.06, -0.29, -0.05, -0.29, -0.05, -0.05, -0.32, -0.02, -0.10, -0.48, -0.08, -0.28, -0.12, -0.28, -0.12, -0.28, -0.12, -0.08, -0.15, 0.07, 0.07, 0.08, 0.10, 0.07, 0.07, 0.06, 0.09, 0.08, 0.11, 0.12, 0.14, 0.12, 0.10, 0.14, 0.12, 0.11, 0.14, 0.12, 0.12, 0.11, 0.12, 0.07, 0.06, -0.05, -0.28, -0.04, -0.02, -0.26, 0.13, -0.51, 0.07, 0.14, -0.19, 0.00, -0.05, -0.20, 0.00, -0.07, -0.03, -0.04, 0.07, 0.08, 0.08, 0.11, 0.12, 0.15, 0.13, 0.12, 0.11, 0.10, 0.08, 0.12, 0.12, -0.39, -0.44, 0.79, -0.73, -0.10, -0.04, -0.04, -0.14, -0.02, 0.10, 0.11, 0.11, 0.06]}



Repeat the fifth record exactly.
{"formula": "C26H35N4", "method": "ωB97M-V/def2-TZVPD", "smiles": "CN1CCC[N+](C)=C1CC(c1ccc2c(c1)CCN2C)c1ccc2c(c1)CCN2C", "fmax_ev_per_a": 1.85, "orbital_gap_ev": 6.96, "de_lowest_kcal_mol": 9.2, "total_charge": 1, "lumo_energy_ev": -2.24, "species": ["C", "N", "C", "C", "C", "N", "C", "C", "C", "C", "C", "C", "C", "C", "C", "C", "C", "C", "N", "C", "C", "C", "C", "C", "C", "C", "C", "C", "N", "C", "H", "H", "H", "H", "H", "H", "H", "H", "H", "H", "H", "H", "H", "H", "H", "H", "H", "H", "H", "H", "H", "H", "H", "H", "H", "H", "H", "H", "H", "H", "H", "H", "H", "H", "H"], "coordinates": [[2.12, -1.76, 1.55], [0.85, -2.46, 1.55], [0.98, -3.90, 1.72], [-0.23, -4.53, 2.34], [-1.51, -3.97, 1.78], [-1.48, -2.51, 1.66], [-2.77, -1.88, 1.83], [-0.33, -1.83, 1.49], [-0.34, -0.29, 1.37], [-0.74, 0.33, 0.05], [-0.83, 1.88, 0.20], [0.32, 2.70, 0.28], [0.21, 4.08, 0.43], [-1.06, 4.61, 0.69], [-2.21, 3.78, 0.69], [-2.10, 2.43, 0.41], [-3.40, 4.61, 1.03], [-2.82, 6.01, 1.33], [-1.41, 5.89, 0.99], [-0.52, 7.00, 1.21], [0.11, -0.16, -1.14], [1.07, 0.64, -1.81], [2.06, 0.04, -2.60], [1.93, -1.31, -2.89], [0.79, -2.05, -2.48], [-0.12, -1.47, -1.60], [0.89, -3.43, -2.99], [2.29, -3.50, -3.64], [2.80, -2.14, -3.53], [4.14, -1.83, -3.97], [2.08, -0.90, 2.22], [2.89, -2.44, 1.93], [2.43, -1.43, 0.55], [1.20, -4.38, 0.76], [1.85, -4.07, 2.37], [-0.21, -5.60, 2.12], [-0.21, -4.39, 3.43], [-1.71, -4.44, 0.81], [-2.35, -4.22, 2.45], [-2.71, -1.06, 2.57], [-3.20, -1.48, 0.91], [-3.46, -2.64, 2.21], [-0.96, 0.13, 2.18], [0.68, 0.07, 1.58], [-1.77, -0.01, -0.14], [1.31, 2.24, 0.24], [1.07, 4.73, 0.38], [-3.00, 1.80, 0.41], [-3.94, 4.24, 1.91], [-4.11, 4.68, 0.20], [-2.92, 6.27, 2.40], [-3.29, 6.82, 0.75], [0.42, 6.84, 0.69], [-1.00, 7.92, 0.83], [-0.33, 7.15, 2.28], [1.09, 1.72, -1.70], [2.89, 0.62, -2.99], [-1.00, -2.05, -1.30], [0.79, -4.17, -2.19], [0.12, -3.64, -3.75], [2.25, -3.83, -4.69], [2.94, -4.20, -3.10], [4.41, -0.83, -3.62], [4.85, -2.57, -3.58], [4.22, -1.85, -5.07]], "lowdin_charge": [0.00, -0.06, -0.14, -0.14, -0.13, -0.07, -0.01, -0.15, -0.05, -0.22, -0.19, -0.06, 0.01, -0.19, -0.16, 0.02, -0.10, -0.13, -0.15, -0.04, -0.17, -0.03, 0.00, -0.20, -0.17, 0.00, -0.10, -0.13, -0.15, -0.04, 0.10, 0.10, 0.11, 0.14, 0.13, 0.13, 0.13, 0.14, 0.13, 0.10, 0.10, 0.10, 0.14, 0.11, 0.12, 0.11, 0.10, 0.12, 0.12, 0.12, 0.12, 0.12, 0.08, 0.09, 0.09, 0.10, 0.11, 0.13, 0.11, 0.12, 0.12, 0.12, 0.08, 0.09, 0.09]}